[1]
ORCA calculation (wB97M-V/def2-TZVPD) on a single C4H4OS molecule at a distorted geometry.

Structure (ORCA input):
```
! RIJCOSX wB97M-V def2-TZVPD def2/J DEFGRID3
* xyz 0 1
C -0.56503 1.15137 3.03386
C -0.45082 0.61320 1.69831
C -0.22625 0.23418 0.57219
C -0.04864 -0.25625 -0.82456
O -1.21702 -0.46721 -1.44476
S 1.32969 -0.62802 -1.54002
H -0.22227 0.36967 3.77455
H -1.62407 1.38994 3.25488
H 0.06787 2.04407 3.13742
H -2.01597 -0.47270 -0.84722
*
```

Summary:
Total energy, eV: -17093.2503
Molar mass, g/mol: 100.1
SMILES: CC#CC(O)=S
Energy relative to the best compared isomer or geometry (same formula, charge and spin), kcal/mol: 43.7

=====

[2]
ORCA calculation (wB97M-V/def2-TZVPD) on a molecular structure, C45H90Br3Cl4F3IN9O7PS2 at a distorted geometry.

Structure (ORCA input):
```
! RIJCOSX wB97M-V def2-TZVPD def2/J DEFGRID3
* xyz 1 1
C 4.02549 2.08577 1.17446
C 4.82179 1.68854 -0.09739
C 3.97247 0.99823 -1.16030
F 3.16456 0.10741 -0.46673
C 3.14219 1.88509 -2.13508
C 1.72276 1.27782 -2.18598
C 1.65302 -0.06430 -2.94143
C 1.09108 -1.26073 -2.15885
S -0.49617 -1.85600 -2.75467
C -1.59480 -0.57140 -2.21220
S -1.36635 0.11925 -0.73563
N -2.63068 -0.19932 -3.04924
C -2.80776 -1.00083 -4.26520
C -3.50172 -2.35803 -4.00549
O -3.74192 -2.61837 -2.64102
C -4.38275 -1.56886 -1.94353
C -3.93773 -0.16760 -2.37645
C 2.91114 3.32270 -1.64331
N 4.11001 4.25429 -1.70022
C 3.61284 5.62982 -2.03540
C 2.72500 6.18872 -0.93932
O 3.16356 6.62209 0.06355
F 1.41558 6.17676 -1.22610
C 5.20019 3.92332 -2.69596
C 5.10377 2.58360 -3.46704
C 6.31470 1.67642 -3.17136
C 6.47209 0.52298 -4.17782
C 6.13260 -0.87109 -3.63132
C 7.27273 -1.87528 -3.83250
N 6.92769 -3.13118 -3.12281
C 8.01675 -3.69003 -2.38502
N 8.15243 -3.53661 -1.14262
N 8.96183 -4.43996 -3.11170
N 3.78059 1.94004 -3.47043
C 2.96174 2.61861 -4.48004
C 2.93073 1.95369 -5.88700
C 3.19270 0.45056 -5.93930
I 4.17721 3.04653 -7.27323
H 2.95398 1.94536 1.05153
H 4.38944 1.54562 2.04249
H 4.20414 3.14352 1.38118
H 5.53370 0.92730 0.22975
H 5.44508 2.49996 -0.47207
H 4.58628 0.36041 -1.78972
H 1.04277 1.96593 -2.69440
H 1.28670 1.21782 -1.19075
H 1.12318 0.05228 -3.88506
H 2.67859 -0.32040 -3.21625
H 1.76423 -2.10990 -2.29068
H 1.06206 -1.08432 -1.08667
H -3.44372 -0.41160 -4.93039
H -1.87775 -1.13266 -4.80830
H -4.41031 -2.47715 -4.60603
H -2.82550 -3.14622 -4.34033
H -4.10902 -1.69980 -0.89578
H -5.47528 -1.63248 -1.98700
H -3.93573 0.51787 -1.53528
H -4.65334 0.24423 -3.09173
H 2.11311 3.78893 -2.21707
H 2.54359 3.30152 -0.61667
H 4.49418 4.34722 -0.75553
H 4.48312 6.28230 -2.06977
H 3.12921 5.59852 -3.00870
H 6.13904 3.93664 -2.14376
H 5.26571 4.75005 -3.39923
H 5.29361 2.85083 -4.50734
H 6.36746 1.34304 -2.13625
H 7.17748 2.33661 -3.31126
H 7.52066 0.50269 -4.48391
H 5.90835 0.77727 -5.07656
H 5.96927 -0.84581 -2.55272
H 5.23923 -1.31345 -4.07936
H 8.17822 -1.49236 -3.36260
H 7.40476 -2.07422 -4.89850
H 6.53207 -3.80943 -3.76123
H 7.36864 -3.00104 -0.78248
H 8.57094 -4.67742 -4.01599
H 9.10065 -5.32600 -2.63660
H 1.91975 2.74198 -4.19317
H 3.30359 3.64546 -4.66108
H 1.92993 2.10581 -6.28179
H 3.57391 0.19669 -6.92886
H 2.24947 -0.08659 -5.85390
H 3.93053 0.11293 -5.22066
O -6.53872 -4.23624 1.50519
P -5.47762 -5.03012 2.16807
N -4.50973 -3.84279 2.92724
C -3.10837 -3.97105 3.26598
C -5.22068 -2.92575 3.80938
N -4.68356 -5.77325 0.81620
C -3.32281 -5.42585 0.44569
C -5.49245 -5.77676 -0.40097
N -5.26512 -6.33751 3.17633
C -5.86542 -6.22979 4.50433
C -4.34695 -7.44893 3.01240
H -2.92413 -4.56183 4.17749
H -2.69580 -2.97469 3.43867
H -2.52395 -4.39511 2.46026
H -5.53389 -3.39505 4.75186
H -6.11010 -2.53919 3.31206
H -4.58756 -2.07129 4.05491
H -3.21757 -4.35334 0.22933
H -3.03378 -5.97783 -0.45095
H -2.58759 -5.71544 1.19632
H -5.46799 -4.80222 -0.90396
H -6.53123 -6.02207 -0.19816
H -5.10709 -6.52699 -1.09560
H -5.15856 -5.83166 5.24262
H -6.21289 -7.20198 4.85670
H -6.73769 -5.57347 4.48267
H -3.31515 -7.16245 3.24140
H -4.39352 -7.86697 2.01199
H -4.62615 -8.24899 3.70072
C 0.90432 7.10245 3.48692
Cl 1.92033 8.53111 3.28746
Cl 0.88247 6.16295 1.98307
Cl 1.56293 6.10250 4.78357
Cl -0.74042 7.58970 3.88265
C -0.40142 2.91577 4.18590
C -1.53755 2.20041 3.49074
O -0.84352 1.27587 2.67330
C 0.33921 0.98668 3.28818
O 1.04180 0.07669 3.00943
O 0.59723 1.89639 4.26096
F -2.25549 3.03752 2.70531
H -0.02779 3.74649 3.58511
H -0.66210 3.27778 5.17674
H -2.21765 1.66358 4.15368
C 2.81628 9.84112 -5.50788
C 3.14769 8.37680 -5.73479
C 1.95879 7.61270 -6.29288
O 3.57954 7.77572 -4.50177
H 2.00131 9.94084 -4.78508
H 3.67863 10.37156 -5.10439
H 2.51386 10.32485 -6.43629
H 3.99116 8.29305 -6.42014
H 1.11919 7.64916 -5.59185
H 2.21521 6.56291 -6.44677
H 1.63045 8.03139 -7.24375
H 2.83965 7.85429 -3.88839
C -10.84348 -4.87938 7.33779
C -10.02819 -5.28632 8.56178
C -9.21875 -4.13846 9.16314
C -8.16201 -3.54060 8.23285
C -7.13003 -4.53729 7.70903
C -6.28650 -5.17669 8.80809
H -10.20524 -4.54000 6.52026
H -11.42879 -5.72138 6.96629
H -11.53790 -4.07345 7.58358
H -9.36888 -6.11922 8.30178
H -10.70923 -5.66569 9.32761
H -8.74124 -4.48631 10.08331
H -9.90404 -3.34085 9.46613
H -7.64158 -2.73919 8.76692
H -8.65359 -3.06137 7.38162
H -6.46305 -4.01119 7.01914
H -7.62215 -5.31966 7.12369
H -5.75398 -4.41542 9.38186
H -5.54358 -5.85306 8.38168
H -6.89757 -5.75821 9.49949
C 6.69438 5.93019 1.85124
Br 5.24575 7.01082 2.47987
Br 6.49679 4.09185 2.36507
Br 6.93003 6.08754 -0.06632
H 7.59952 6.30108 2.31101
*
```

Summary:
Total energy, eV: -383289.8857
Molar mass, g/mol: 1529.8

=====

[3]
ORCA calculation (wB97M-V/def2-TZVPD) on 2 unconnected molecules or ions with the total composition C5H9NO at a distorted geometry.

Structure (ORCA input):
```
! RIJCOSX wB97M-V def2-TZVPD def2/J DEFGRID3
* xyz 0 1
C 0.69439 1.24008 0.75820
C -0.27349 0.99884 -0.11502
C -1.60393 0.39698 0.26431
C -2.63956 1.43571 0.28073
N -3.41165 2.29711 0.29123
H 1.63046 1.69442 0.45263
H 0.59196 0.97788 1.80734
H -0.15824 1.26208 -1.16677
H -1.55560 -0.06631 1.25418
H -1.89171 -0.38178 -0.44658
C 1.67871 -1.66591 -0.28359
O 0.38044 -1.70296 -0.85406
H 2.23880 -0.76136 -0.55904
H 1.56769 -1.66940 0.80501
H 2.26199 -2.54497 -0.57419
H 0.46899 -1.72146 -1.81520
*
```

Summary:
Total energy, eV: -8866.9249
Molar mass, g/mol: 99.1
SMILES: C=CCC#N.CO
Energy relative to the best compared isomer or geometry (same formula, charge and spin), kcal/mol: 52.8

=====

[4]
ORCA calculation (wB97M-V/def2-TZVPD) on a molecular structure, C6H12O at a distorted geometry.

Structure (ORCA input):
```
! RIJCOSX wB97M-V def2-TZVPD def2/J DEFGRID3
* xyz 0 1
C 1.94728 -0.82917 -0.39404
C 0.58627 -0.35140 0.11958
O 0.55410 -0.30145 1.52111
C 0.13003 1.42540 -0.49420
C -1.07964 1.69213 0.29683
C -1.88576 -0.47905 0.16328
C -0.62144 -1.10991 -0.32902
H 2.63860 0.01586 -0.34008
H 1.87497 -1.14340 -1.43891
H 2.41143 -1.66327 0.16364
H 1.41280 -0.00373 1.84357
H 1.04742 1.97323 -0.23952
H -0.06776 1.51828 -1.57838
H -0.85546 2.10073 1.30056
H -1.98954 2.09098 -0.11774
H -2.73911 -0.89335 -0.43118
H -2.07978 -0.67819 1.21656
H -0.55795 -1.26927 -1.41362
H -0.72645 -2.09443 0.15158
*
```

Summary:
Total energy, eV: -8460.3358
Molar mass, g/mol: 100.2
Energy relative to the best compared isomer or geometry (same formula, charge and spin), kcal/mol: 92.7